Formula: C16H52O18
Source: OMol25
Level of theory: ωB97M-V/def2-TZVPD

```
86
Properties=species:S:1:pos:R:3:forces:R:3:lowdin_charge:R:1
O -21.670000 -8.536000 -12.646000 -0.1 0.1 0.1 -0.0960
C -22.441000 -8.657000 -11.454000 0.5 -0.2 0.4 -0.2128
C -22.244000 -7.411000 -10.633000 -1.0 0.7 1.8 -0.2092
O -23.274000 -7.264000 -9.633000 -0.7 -1.0 -0.4 -0.0991
H -21.944000 -7.711000 -13.109000 0.3 -0.6 -0.1 0.0707
H -23.489000 -8.761000 -11.712000 -0.3 -0.3 0.2 0.1257
H -22.073000 -9.540000 -10.838000 -0.5 0.8 -1.0 0.1343
H -22.317000 -6.478000 -11.200000 0.6 -0.3 -0.6 0.1183
H -21.382000 -7.464000 -9.984000 1.2 0.1 -0.8 0.1052
H -23.244000 -6.351000 -9.342000 -0.2 0.5 0.3 0.0284
O -18.953000 -13.761000 -11.580000 -0.3 -0.7 -0.2 -0.1091
C -19.855000 -14.031000 -10.479000 -1.6 2.8 -1.0 -0.2063
C -19.851000 -12.683000 -9.696000 0.7 1.0 1.1 -0.2734
O -20.577000 -12.749000 -8.480000 -0.6 0.2 0.0 -0.1128
H -19.315000 -13.060000 -12.162000 0.1 -0.7 0.8 0.0913
H -20.932000 -14.201000 -10.849000 1.5 0.1 0.4 0.1338
H -19.587000 -14.900000 -9.890000 0.6 0.1 -0.1 0.1105
H -20.187000 -11.803000 -10.305000 -0.2 -1.0 -0.1 0.1059
H -18.823000 -12.321000 -9.413000 -0.3 -1.0 -0.6 0.1244
H -20.741000 -11.838000 -8.115000 0.3 -1.1 -0.4 0.0396
O -21.593000 -3.125000 -15.503000 -0.7 2.4 -0.2 -0.0486
C -21.723000 -4.471000 -15.776000 0.0 0.1 0.0 -0.2714
C -21.914000 -5.170000 -14.472000 2.2 0.8 1.0 -0.2960
O -21.744000 -6.495000 -14.694000 0.1 -3.6 -0.4 -0.0877
H -20.711000 -2.967000 -15.147000 -0.3 -0.1 -0.1 0.0913
H -22.610000 -4.772000 -16.330000 -0.2 0.9 -0.6 0.1342
H -20.850000 -4.687000 -16.400000 -0.1 -1.2 0.4 0.1236
H -22.821000 -4.881000 -13.924000 -0.2 -0.4 -0.6 0.1434
H -21.101000 -4.931000 -13.771000 0.0 1.0 0.1 0.0927
H -20.858000 -6.644000 -15.156000 -1.5 0.1 0.5 0.0724
O -20.860000 -10.491000 -7.073000 1.6 0.3 0.2 -0.0681
C -21.809000 -9.463000 -7.162000 0.0 1.0 0.6 -0.2493
C -23.074000 -10.076000 -7.614000 -2.0 1.4 -2.0 -0.2196
O -24.158000 -9.125000 -7.594000 -0.1 -0.3 1.4 -0.0802
H -19.975000 -10.090000 -6.938000 -0.8 -0.5 -0.1 0.1302
H -21.979000 -9.006000 -6.179000 0.1 0.1 0.0 0.1217
H -21.527000 -8.674000 -7.883000 0.1 -0.2 0.3 0.1227
H -23.417000 -10.916000 -7.033000 0.3 -0.5 0.0 0.1311
H -23.004000 -10.230000 -8.700000 0.5 -1.3 0.3 0.1204
H -24.089000 -8.573000 -8.370000 0.2 0.5 -0.5 0.0307
O -20.448000 -5.549000 -7.531000 4.2 -0.6 -3.4 -0.0145
C -21.493000 -5.508000 -6.767000 -3.9 0.6 4.3 -0.3359
C -21.125000 -5.859000 -5.265000 -1.1 1.6 -0.2 -0.1712
O -22.110000 -5.190000 -4.457000 -0.5 -0.3 0.7 -0.1084
H -20.159000 -4.647000 -7.534000 1.0 0.4 -0.5 0.0953
H -21.921000 -4.488000 -6.841000 -0.3 -0.4 0.8 0.1159
H -22.297000 -6.142000 -7.119000 -0.1 -0.6 0.0 0.1029
H -20.209000 -5.391000 -4.925000 0.8 -0.3 -0.7 0.1108
H -21.100000 -6.929000 -5.109000 0.0 -0.4 0.1 0.0981
H -21.860000 -5.188000 -3.510000 -0.1 -0.2 -0.9 0.0980
O -19.772000 -3.624000 -11.715000 -1.7 -1.3 1.3 -0.0365
C -19.817000 -4.999000 -11.250000 0.9 2.3 1.5 -0.1837
C -18.631000 -5.295000 -10.309000 -1.8 0.2 0.7 -0.2142
O -18.697000 -6.678000 -10.097000 0.4 -0.5 0.0 -0.0673
H -19.048000 -3.593000 -12.279000 2.1 0.5 -1.7 0.0375
H -20.696000 -4.999000 -10.660000 -1.0 -0.4 0.6 0.0834
H -19.914000 -5.734000 -12.024000 0.2 -0.3 -0.6 0.0881
H -18.594000 -4.792000 -9.315000 -0.9 0.1 -0.6 0.1237
H -17.722000 -4.986000 -10.712000 1.7 0.3 -1.4 0.0968
H -17.815000 -6.911000 -9.825000 0.4 -0.7 0.3 0.1019
O -24.492000 -2.703000 -7.200000 0.0 -0.1 -0.4 -0.0700
C -25.414000 -3.339000 -6.334000 1.6 -1.9 0.7 -0.1971
C -25.123000 -4.883000 -6.220000 0.0 0.8 -0.2 -0.2048
O -26.219000 -5.457000 -5.487000 0.6 0.3 -0.4 -0.0663
H -23.763000 -2.509000 -6.635000 1.2 0.4 0.2 0.0778
H -25.387000 -2.860000 -5.365000 -0.2 0.0 0.3 0.1243
H -26.321000 -3.198000 -6.801000 -2.3 0.1 -0.6 0.0954
H -24.133000 -5.079000 -5.738000 -0.8 0.2 -0.2 0.0999
H -25.063000 -5.256000 -7.267000 -0.2 0.0 0.6 0.1159
H -26.064000 -6.402000 -5.385000 0.1 0.1 -0.1 0.0858
O -17.187000 -6.841000 -13.344000 1.4 -0.9 1.3 -0.0622
C -18.381000 -7.233000 -13.968000 0.7 0.0 1.0 -0.2584
C -18.491000 -6.268000 -15.096000 -0.9 0.6 0.2 -0.2196
O -19.431000 -6.763000 -16.016000 -0.3 -0.2 -1.3 -0.0750
H -16.799000 -7.620000 -12.893000 -0.4 0.8 -0.2 0.1133
H -18.343000 -8.242000 -14.314000 0.2 -0.9 -0.5 0.1247
H -19.190000 -7.243000 -13.221000 -0.2 0.4 -0.6 0.0982
H -17.531000 -5.940000 -15.537000 -0.4 -0.6 0.2 0.1449
H -18.971000 -5.381000 -14.672000 0.2 0.3 -0.3 0.1153
H -19.140000 -7.569000 -16.475000 0.1 0.4 0.4 0.1311
O -23.293000 -4.420000 -9.113000 0.3 -0.4 -0.3 -0.0566
H -23.858000 -3.754000 -8.671000 0.4 0.1 -0.4 0.0317
H -22.856000 -4.097000 -9.919000 -0.6 0.4 0.6 0.0614
O -19.312000 -9.178000 -11.174000 1.9 -1.1 1.0 -0.0239
H -20.102000 -9.212000 -11.654000 -1.9 -0.2 -1.5 -0.0402
H -19.179000 -8.252000 -11.049000 0.3 1.2 0.4 -0.0289
```
Positions in Å, forces in eV/Å.

Values from the calculation:
- M (g/mol) = 532.57
- energy above the lowest of the compared OMol25 structures with the same formula, charge and spin (kcal/mol) = 54.9
- HOMO-LUMO gap (eV) = 9.2
- max |F| (eV/Å) = 5.803
- structure (SMILES) = OCCO.OCCO.OCCO.OCCO.OCCO.OCCO.OCCO.OCCO.O.O
- E_tot (a.u.) = -1994.8922